173
Properties=species:S:1:pos:R:3:forces:R:3:lowdin_charge:R:1 method="wB97M-V/def2-TZVPD" charge=+1 orbital_gap_ev=8.26 e_tot_ha=-8224.244884 fmax_ha_per_bohr=0.0594 e_lumo_ev=-2.41 homo_energy_ev=-10.67
C 0.4727 0.3155 5.1539 -0.83 -0.32 0.02 -0.1110
C -0.2332 0.6198 3.8053 0.81 0.19 0.23 -0.3061
C 0.7165 0.2399 2.6452 -0.94 -0.02 -0.01 -0.5046
Br 2.2207 1.4849 2.9483 -0.11 -0.13 -0.14 0.9129
C 0.2807 0.3142 1.0868 2.02 1.36 1.38 -0.2623
N 0.1619 1.6952 0.9212 -0.54 -0.36 -0.71 0.0134
C 1.4683 -0.4264 0.1923 -0.65 0.44 -1.18 -0.1962
C 2.5299 0.5388 -0.4628 1.25 -0.49 -0.20 -0.3827
C 3.5962 -0.0646 -1.2137 -0.42 0.71 0.33 -0.0434
C 4.5448 0.7508 -1.8222 -0.95 0.09 0.65 -0.0230
C 4.4201 2.1230 -1.6349 -0.25 0.41 0.16 -0.0598
C 3.3839 2.6285 -0.8430 0.77 -0.88 -0.72 -0.1146
N 2.4740 1.8380 -0.2805 -0.02 0.11 0.03 0.0450
N 2.3607 -1.4167 0.8325 -0.90 0.27 0.67 -0.0486
C 3.5487 -1.0118 1.5930 0.38 -0.08 0.36 -0.0960
C 2.1618 -2.7929 1.2007 -0.31 1.35 1.37 -0.4880
C 1.9828 -3.2173 2.6368 0.59 0.10 0.38 0.0209
O 2.2902 -3.6538 0.4133 -0.05 -2.11 -2.21 0.1291
C 0.6002 -0.9842 -1.0637 0.42 0.45 -0.28 -0.4230
C 1.3889 -1.9966 -1.9084 0.22 -0.38 0.00 -0.1510
I 0.5023 0.7102 -2.5631 -0.36 0.01 0.04 1.2161
C -0.8830 -1.4252 -0.6018 1.62 0.86 -1.21 -0.2467
C -0.7244 -2.8772 -0.1661 -0.48 -1.25 0.09 -0.1715
O -1.9436 -3.5987 -0.0681 0.13 0.36 0.12 -0.2523
C -1.8770 -4.6532 0.8746 -0.28 -0.07 -0.31 -0.0502
C -1.8418 -1.3156 -1.8187 -0.83 -0.24 0.27 -0.5886
I -3.9821 -1.8238 -1.5766 0.04 0.12 -0.06 1.0910
C -1.4686 -2.0429 -3.1153 -0.17 -0.35 -0.38 -0.3529
C -1.5221 -3.5668 -3.1901 0.06 -0.19 -0.16 -0.1000
N -1.1430 -0.3961 0.6210 -1.40 -1.91 0.81 0.1235
B -1.7900 -1.4248 1.6368 0.33 -0.60 -0.16 -0.7768
O -3.0814 -1.7557 1.4642 -0.33 1.28 0.51 0.1482
O -1.0046 -2.0923 2.5203 0.55 1.05 0.53 0.1925
C -2.3278 0.5769 0.4638 0.15 0.74 -0.73 -0.6047
Cl -2.1544 1.8260 -0.7840 -0.23 -0.04 -0.40 0.6823
C -2.9183 1.2066 1.7639 -0.77 0.55 0.02 -0.6458
C -4.4166 0.8942 1.8700 0.25 -0.04 0.17 -0.0875
Cl -2.7964 3.0128 1.8014 0.43 -0.24 0.24 0.6875
H -0.2322 -0.1971 5.8099 -0.04 0.03 0.05 0.0618
H 0.7747 1.2118 5.6788 0.34 0.09 -0.08 0.0741
H 1.3053 -0.3664 5.0120 0.26 0.12 0.07 0.0616
H -0.4861 1.6794 3.7894 -0.09 0.07 -0.23 0.0982
H -1.1502 0.0632 3.8370 -0.49 -0.40 -0.38 0.0610
H 1.0920 -0.7339 2.8800 0.28 -0.46 -0.10 0.0424
H 0.1359 2.0519 -0.0186 0.22 0.01 0.02 0.0090
H -0.5231 2.1524 1.5075 0.15 -0.03 0.14 0.0297
H 3.6977 -1.1320 -1.3055 -0.10 -0.09 0.12 0.1114
H 5.3543 0.3358 -2.4015 0.09 -0.07 -0.05 0.0986
H 5.1345 2.8013 -2.0783 0.03 0.08 -0.04 0.1070
H 3.3067 3.6914 -0.6745 -0.13 0.14 0.11 0.1143
H 3.9602 -0.0610 1.2908 -0.10 0.07 -0.17 0.0692
H 3.3805 -0.9559 2.6666 -0.08 0.08 0.04 0.0435
H 4.3215 -1.7671 1.4419 0.10 -0.03 -0.17 0.1158
H 2.6512 -4.0611 2.7968 0.02 -0.06 -0.03 0.1046
H 2.2372 -2.4692 3.3758 -0.24 0.19 0.14 0.0675
H 0.9804 -3.5886 2.7847 -0.37 0.04 0.02 0.0769
H 0.7794 -2.7439 -2.3927 -0.17 0.08 -0.09 0.0471
H 1.9649 -1.5286 -2.6979 -0.06 0.14 -0.01 0.0508
H 2.0996 -2.5445 -1.3101 -0.02 -0.13 0.24 0.0565
H -0.1346 -3.4021 -0.9082 0.20 0.25 -0.21 0.1227
H -0.1846 -3.0188 0.7555 0.33 0.38 0.27 0.1014
H -0.9779 -5.2532 0.7313 0.13 -0.05 0.12 0.1077
H -1.9415 -4.2675 1.8923 0.19 -0.07 0.11 0.0830
H -2.7423 -5.2838 0.6982 -0.08 -0.06 -0.05 0.1049
H -1.9959 -0.2860 -2.0821 0.27 0.31 0.10 -0.0425
H -2.1927 -1.6719 -3.8404 -0.10 0.13 0.05 0.0949
H -0.5246 -1.7069 -3.5270 0.13 0.15 0.21 0.0298
H -2.2698 -4.0231 -2.5495 -0.11 0.09 0.11 0.0436
H -1.7621 -3.8474 -4.2136 -0.02 -0.02 -0.08 0.0871
H -0.5668 -4.0448 -2.9799 0.08 0.02 0.14 0.0425
H -3.5830 -1.9532 2.2626 -0.05 -0.44 -0.08 0.1453
H -1.4217 -2.2335 3.3750 -0.02 -0.37 0.13 0.1474
H -3.1476 0.0424 0.0091 0.18 -0.76 0.31 -0.0272
H -2.4515 0.9446 2.7030 0.42 -0.42 -0.14 0.0628
H -4.8964 0.9033 0.8960 -0.11 0.19 -0.09 0.0974
H -4.5759 -0.0819 2.3093 -0.04 -0.20 -0.02 0.0645
H -4.8804 1.6082 2.5401 -0.17 0.14 -0.06 0.0700
F 0.3348 -1.3722 -5.6642 -0.04 0.20 -0.04 0.0138
C -0.2734 -0.8324 -6.7554 -0.01 0.00 -0.07 -0.2765
C -0.5202 0.5279 -6.8090 0.06 -0.08 0.07 -0.0137
C -1.1208 1.0431 -7.9520 0.15 -0.16 0.04 -0.0873
C -1.4669 0.2016 -8.9992 -0.03 0.13 -0.04 -0.0878
C -1.2183 -1.1576 -8.9108 0.00 -0.02 -0.04 -0.0754
C -0.6110 -1.6861 -7.7829 0.00 -0.13 0.01 -0.0198
H -0.2405 1.1632 -5.9793 0.02 0.00 0.01 0.0962
H -1.3123 2.1037 -8.0287 -0.01 0.02 0.06 0.1060
H -1.9319 0.6085 -9.8862 -0.02 0.01 -0.01 0.1073
H -1.4916 -1.8130 -9.7261 0.00 -0.02 -0.02 0.1081
H -0.3938 -2.7425 -7.7002 0.01 0.00 0.03 0.1147
F 7.7578 0.5562 -3.6676 -0.01 -0.02 0.03 0.0384
C 8.2010 -0.7162 -3.5229 0.02 -0.11 0.03 -0.2826
C 7.3662 -1.7551 -3.8780 -0.12 0.05 -0.01 -0.0138
C 7.8310 -3.0532 -3.7275 0.17 0.03 0.05 -0.0806
C 9.1018 -3.2955 -3.2251 -0.01 0.04 0.05 -0.0810
C 9.9185 -2.2306 -2.8680 -0.10 -0.06 -0.04 -0.0726
C 9.4695 -0.9280 -3.0220 0.04 0.19 0.02 -0.0164
H 6.3773 -1.5503 -4.2685 0.02 0.01 -0.04 0.1168
H 7.2008 -3.8766 -4.0176 0.01 -0.06 -0.10 0.0719
H 9.4532 -4.3112 -3.1089 0.01 -0.01 -0.01 0.1054
H 10.9071 -2.4123 -2.4701 0.03 0.01 -0.01 0.1086
H 10.0876 -0.0785 -2.7657 0.02 -0.01 0.00 0.1078
F 9.5686 3.4681 3.0114 0.00 0.00 0.01 0.0612
C 9.0328 3.0982 1.8334 -0.04 -0.03 -0.11 -0.2843
C 7.6892 3.3312 1.6098 0.00 -0.05 0.08 -0.0106
C 7.1459 2.9404 0.3945 0.04 0.12 0.07 -0.0812
C 7.9410 2.3459 -0.5706 -0.13 -0.04 -0.17 -0.0924
C 9.2876 2.1337 -0.3267 -0.02 -0.01 0.01 -0.0746
C 9.8470 2.5055 0.8863 0.08 0.02 0.02 -0.0077
H 7.0894 3.8020 2.3769 0.03 0.02 0.01 0.1174
H 6.1007 3.1240 0.1921 -0.05 -0.01 0.07 0.0794
H 7.5165 2.0560 -1.5233 0.02 -0.02 -0.01 0.0811
H 9.8963 1.6816 -1.0971 0.11 -0.01 0.05 0.0924
H 10.8967 2.3545 1.0981 -0.01 0.00 0.03 0.1201
F -3.8557 1.7482 -7.2503 -0.07 -0.05 0.12 0.0519
C -4.0947 2.9026 -6.5966 -0.06 0.14 -0.04 -0.2889
C -4.0017 2.9404 -5.2194 0.04 -0.10 0.06 -0.0167
C -4.2578 4.1440 -4.5744 0.01 -0.01 -0.11 -0.0850
C -4.5998 5.2752 -5.3014 0.00 0.01 0.08 -0.0941
C -4.6864 5.2074 -6.6830 0.01 -0.01 -0.01 -0.0786
C -4.4309 4.0147 -7.3418 0.00 0.04 -0.11 -0.0140
H -3.7421 2.0426 -4.6720 -0.01 0.02 -0.03 0.1122
H -4.1944 4.2002 -3.4981 0.01 -0.04 0.10 0.0990
H -4.8006 6.2071 -4.7910 0.00 0.00 0.01 0.1028
H -4.9575 6.0852 -7.2532 0.01 0.01 -0.02 0.1077
H -4.4904 3.9405 -8.4192 -0.01 -0.03 0.00 0.1196
F -4.5374 6.7548 6.6581 0.01 -0.03 0.00 0.0532
C -5.1021 6.3887 5.4888 0.01 -0.03 -0.04 -0.2874
C -6.4067 6.7553 5.2333 -0.08 0.06 0.06 -0.0112
C -6.9765 6.3802 4.0254 0.05 -0.04 -0.02 -0.0760
C -6.2448 5.6454 3.1030 -0.02 -0.04 -0.03 -0.0899
C -4.9356 5.2833 3.3889 -0.08 0.05 -0.06 -0.1026
C -4.3519 5.6594 4.5879 0.13 -0.04 0.08 -0.0236
H -6.9590 7.3244 5.9683 0.02 0.01 0.01 0.1207
H -7.9959 6.6654 3.8051 -0.02 0.00 0.01 0.1076
H -6.6952 5.3546 2.1636 0.00 0.00 -0.01 0.1021
H -4.3588 4.7077 2.6777 -0.15 0.13 0.06 0.0177
H -3.3271 5.4003 4.8213 0.00 0.02 0.04 0.1137
F 5.4648 -4.4299 -5.8306 0.00 0.01 0.01 0.0609
C 4.3740 -4.6530 -5.0720 -0.10 -0.02 0.05 -0.2775
C 4.5199 -4.7390 -3.7017 0.01 0.02 0.07 -0.0124
C 3.3943 -4.9618 -2.9251 -0.09 0.01 0.07 -0.0766
C 2.1482 -5.1067 -3.5191 0.02 0.03 -0.02 -0.1045
C 2.0281 -5.0208 -4.8995 0.03 0.03 0.05 -0.0729
C 3.1464 -4.7875 -5.6883 -0.05 0.01 -0.09 -0.0054
H 5.4900 -4.6336 -3.2418 0.04 -0.01 -0.02 0.0982
H 3.4979 -5.0188 -1.8493 -0.04 -0.02 0.02 0.1020
H 1.2742 -5.2873 -2.9072 0.01 -0.06 0.01 0.0916
H 1.0604 -5.1372 -5.3685 -0.02 0.01 -0.02 0.1054
H 3.0741 -4.7112 -6.7645 0.02 -0.01 -0.01 0.1210
F -2.7820 -0.3382 6.0120 0.00 0.07 0.01 0.0034
C -2.9001 0.5883 7.0144 0.01 0.05 0.10 -0.2880
C -2.7731 0.1686 8.3207 0.06 -0.32 -0.05 -0.0163
C -2.8865 1.1058 9.3349 -0.01 0.05 -0.01 -0.0692
C -3.1297 2.4360 9.0299 0.00 0.04 0.02 -0.0759
C -3.2566 2.8306 7.7070 0.01 -0.04 0.04 -0.0643
C -3.1389 1.9031 6.6811 0.00 0.02 -0.24 -0.0194
H -2.5895 -0.8757 8.5362 0.00 0.00 -0.01 0.1196
H -2.7844 0.7931 10.3645 -0.01 -0.02 0.01 0.1109
H -3.2214 3.1656 9.8220 0.00 0.01 0.01 0.1093
H -3.4504 3.8650 7.4731 -0.03 0.14 -0.07 0.1015
H -3.2307 2.1971 5.6417 -0.02 -0.01 0.03 0.1106
F -7.1869 1.0258 4.1997 0.02 -0.01 -0.02 0.0571
C -7.1106 -0.2465 4.6414 0.01 -0.06 0.01 -0.2833
C -5.8832 -0.7360 5.0390 0.17 0.04 -0.05 -0.0338
C -5.7996 -2.0439 5.4955 -0.06 -0.04 -0.06 -0.0868
C -6.9353 -2.8407 5.5390 0.01 -0.04 0.00 -0.0910
C -8.1575 -2.3246 5.1301 0.06 0.01 0.01 -0.0718
C -8.2545 -1.0156 4.6797 -0.12 0.02 -0.04 -0.0067
H -5.0112 -0.0994 4.9972 0.01 0.08 0.05 0.0901
H -4.8451 -2.4373 5.8217 0.01 0.03 0.03 0.0986
H -6.8693 -3.8597 5.8943 -0.01 -0.01 0.01 0.1036
H -9.0434 -2.9434 5.1623 -0.03 0.00 0.01 0.1097
H -9.1986 -0.5932 4.3641 0.01 0.01 -0.01 0.1225